Model A:
# C3H4FNOS2

C3H4FNOS2 in the gas phase (ωB97M-V with the def2-TZVPD basis set, OMol25).

As for the SMILES: O=C1NS[C@@H](CF)S1. The calculation puts the HOMO energy at -9.4 eV. The value obtained for the orbital gap is 9.293 eV.

Element x y z (Å)
O: -0.07 2.46 0.71
C: -0.26 1.26 0.63
N: -1.32 0.63 0.12
S: -1.44 -1.18 0.21
C: 0.40 -1.23 -0.08
C: 0.89 -0.98 -1.51
F: 0.95 0.44 -2.03
S: 1.07 0.03 1.14
H: -1.95 1.34 -0.50
H: 0.83 -2.36 0.02
H: 0.05 -1.59 -2.06
H: 2.01 -1.33 -1.51

***

Model B:
# C3H4FNOS2

C3H4FNOS2 in the gas phase (ωB97M-V with the def2-TZVPD basis set, OMol25).

As for the SMILES: O/N=C(\CF)C(=S)S. The calculation puts the HOMO energy at -9.0 eV. The value obtained for the orbital gap is 8.059 eV.

Element x y z (Å)
O: 1.95 -1.29 -0.11
N: 0.59 -1.24 -0.03
C: 0.10 -0.06 -0.07
C: 0.92 1.22 -0.15
F: 0.80 1.90 1.04
C: -1.38 0.03 0.04
S: -2.18 1.41 -0.23
S: -2.14 -1.50 0.43
H: 2.14 -2.25 -0.08
H: 2.03 0.93 -0.32
H: 0.54 1.84 -0.95
H: -3.39 -1.00 0.43

***

Most favorable first, least favorable last: model A, model B

***

Model A:
# C5H13N5S

A gas-phase ion, C5H13N5S (charge +2) (ωB97M-V with the def2-TZVPD basis set, OMol25).

As for the total charge: +2. The calculation puts the HOMO energy at -17.0 eV. The value obtained for the orbital gap is 8.894 eV.

Element x y z (Å)
C: 0.29 -1.42 -0.80
C: 0.84 0.38 0.42
C: -1.21 -1.14 -0.73
C: -1.57 0.01 0.20
C: 3.54 0.56 0.65
N: 1.17 -0.72 -0.17
N: -0.42 0.81 0.58
N: -0.86 1.81 1.38
N: 0.57 -2.58 -1.54
N: -2.47 1.03 -0.35
S: 2.01 1.31 1.22
H: -1.58 -0.91 -1.71
H: -1.82 -2.04 -0.52
H: -1.93 -0.36 1.11
H: 3.23 -0.23 -0.09
H: 3.85 0.09 1.59
H: 4.20 1.26 0.21
H: -0.18 2.57 1.42
H: -1.14 1.68 2.35
H: -0.09 -3.08 -2.14
H: 1.49 -2.69 -1.91
H: -3.40 0.66 -0.25
H: -2.17 1.23 -1.27
H: -2.35 1.78 0.37

***

Model B:
# C5H13N5S

2 unconnected molecules or ions with the total composition C5H13N5S (ωB97M-V with the def2-TZVPD basis set, OMol25).

As for the total charge: +2. The calculation puts the HOMO energy at -17.2 eV. The value obtained for the orbital gap is 8.386 eV.

Element x y z (Å)
C: 4.21 -0.87 -0.67
C: 3.00 2.09 0.58
C: -1.95 -1.04 -1.00
C: -3.10 0.29 1.01
C: 2.69 1.06 1.55
N: 1.88 -1.63 -0.37
N: 1.51 -0.75 0.44
N: 3.29 -1.78 -0.60
N: 2.08 -0.03 1.32
N: -1.90 -0.57 0.37
S: 5.43 0.02 -0.81
H: 2.27 2.89 0.40
H: 3.95 2.59 0.93
H: 3.01 1.66 -0.40
H: -1.61 -0.30 -1.70
H: -1.07 -1.83 -0.97
H: -2.96 -1.29 -1.26
H: -3.17 1.21 0.58
H: -3.96 -0.38 0.88
H: -2.86 0.34 2.15
H: 3.00 1.22 2.56
H: -1.69 -1.34 1.06
H: 3.52 -2.80 -0.71
H: -1.06 0.02 0.40

***

Model C:
# C5H13N5S

2 unconnected molecules or ions with the total composition C5H13N5S (ωB97M-V with the def2-TZVPD basis set, OMol25).

As for the total charge: +2. The calculation puts the HOMO energy at -17.0 eV. The value obtained for the orbital gap is 8.473 eV.

Element x y z (Å)
C: -5.35 -2.78 0.94
C: -0.14 1.28 1.48
C: 2.46 -0.89 -0.50
C: 2.33 1.31 -1.76
C: -0.49 1.11 -0.07
N: -3.28 -2.05 1.76
N: -2.32 -1.60 1.97
N: -4.44 -2.45 1.72
N: 0.42 0.10 -0.64
N: 1.85 0.47 -0.64
S: -6.37 -3.18 -0.11
H: 0.28 0.38 1.87
H: 0.78 1.97 1.48
H: -0.97 1.62 2.04
H: 2.60 -0.96 0.56
H: 1.80 -1.66 -0.91
H: 3.45 -0.76 -0.91
H: 2.56 0.75 -2.68
H: 1.51 2.04 -1.93
H: 3.26 1.80 -1.34
H: -0.75 2.02 -0.59
H: -1.45 0.62 -0.30
H: 0.21 -0.10 -1.61
H: 2.03 0.97 0.17

***

Most favorable first, least favorable last: model A, model C, model B

***

Model A:
# CH5N2S

2 unconnected molecules or ions with the total composition CH5N2S (ωB97M-V with the def2-TZVPD basis set, OMol25).

As for the total charge: +1. The calculation puts the HOMO energy at -13.5 eV. The value obtained for the orbital gap is 5.642 eV.

Element x y z (Å)
C: -0.54 -0.76 1.77
N: 0.33 0.14 1.88
N: 0.22 0.29 -2.19
S: -0.55 -0.86 3.40
H: -1.01 -1.13 0.90
H: 0.24 1.04 1.45
H: -0.31 1.02 -2.57
H: 0.55 -0.43 -2.83
H: 1.07 0.70 -1.81

***

Model B:
# CH5N2S

2 unconnected molecules or ions with the total composition CH5N2S (ωB97M-V with the def2-TZVPD basis set, OMol25).

As for the total charge: +1. The calculation puts the HOMO energy at -14.9 eV. The value obtained for the orbital gap is 9.185 eV.

Element x y z (Å)
C: -0.86 -0.99 -0.40
N: -1.84 -0.05 -0.55
N: 0.84 0.46 -0.05
S: -1.33 -0.93 -1.96
H: -0.29 -1.34 0.44
H: -2.78 -0.34 -0.19
H: 1.51 -0.03 -0.71
H: 0.98 0.21 0.86
H: 0.61 1.47 -0.19

***

Model C:
# CH5N2S

A gas-phase ion, CH5N2S (charge +1) (ωB97M-V with the def2-TZVPD basis set, OMol25).

As for the total charge: +1. As for the SMILES: [NH3+][C@H]1NS1. The calculation puts the HOMO energy at -13.7 eV. The value obtained for the orbital gap is 9.493 eV.

Element x y z (Å)
N: 0.44 -0.21 0.75
C: -0.55 0.34 -0.54
N: -1.28 -0.67 -1.05
S: -2.39 0.33 -0.06
H: -0.18 -0.81 1.33
H: 0.94 0.56 1.07
H: 1.20 -0.87 0.30
H: -0.29 1.35 -0.95
H: -1.41 -0.96 -1.96

***

Model D:
# CH5N2S

A gas-phase ion, CH5N2S (charge +1) (ωB97M-V with the def2-TZVPD basis set, OMol25).

As for the total charge: +1. As for the SMILES: [NH2+]=CNS. The calculation puts the HOMO energy at -14.9 eV. The value obtained for the orbital gap is 10.683 eV.

Element x y z (Å)
N: 1.08 0.90 -0.61
C: 0.65 -0.15 0.05
N: -0.58 -0.45 0.42
S: -2.11 0.33 0.09
H: 2.11 1.12 -0.76
H: 0.38 1.67 -0.70
H: 1.44 -0.77 0.59
H: -0.70 -1.27 1.03
H: -2.19 -0.34 -1.19

***

Most favorable first, least favorable last: model D, model C, model B, model A

***

Model A:
# CH4N2

CH4N2 in the gas phase (ωB97M-V with the def2-TZVPD basis set, OMol25).

As for the SMILES: [H]/N=C\N. The calculation puts the HOMO energy at -9.4 eV. The value obtained for the orbital gap is 10.487 eV.

Element x y z (Å)
H: -0.70 -0.81 -1.39
N: 0.25 -0.42 -1.35
C: 0.31 0.36 -0.34
N: -0.38 0.08 0.86
H: 1.11 1.11 -0.41
H: -0.34 0.60 1.72
H: -0.26 -0.92 0.92

***

Model B:
# CH4N2

CH4N2 in the gas phase (ωB97M-V with the def2-TZVPD basis set, OMol25).

As for the SMILES: [H]/N=C\N. The calculation puts the HOMO energy at -9.3 eV. The value obtained for the orbital gap is 10.152 eV.

Element x y z (Å)
H: 1.23 -1.07 -0.19
N: 1.46 -0.11 -0.06
C: 0.29 0.49 0.02
N: -0.79 -0.22 -0.13
H: 0.27 1.51 0.01
H: -0.79 -1.04 0.48
H: -1.67 0.44 -0.12

***

Model C:
# CH4N2

CH4N2 in the gas phase (ωB97M-V with the def2-TZVPD basis set, OMol25).

As for the SMILES: C1NN1. The calculation puts the HOMO energy at -9.4 eV. The value obtained for the orbital gap is 10.693 eV.

Element x y z (Å)
C: 0.38 0.12 -0.31
N: -0.89 0.48 0.29
N: -0.43 -0.92 0.30
H: 0.50 0.15 -1.41
H: 1.22 0.09 0.30
H: -0.91 1.04 1.43
H: -1.06 -1.40 -0.34

***

Most favorable first, least favorable last: model A, model B, model C